Molecular formula: C4H13P3
Method: DFT, the ωB97M-V functional and the def2-TZVPD basis

```
20
Properties=species:S:1:pos:R:3:mulliken_charge:R:1
C 0.87917 0.97459 1.72032 -0.82
C -0.23229 1.14002 0.59099 -0.72
P -0.47233 -0.51963 -0.15208 0.18
C -1.56670 -1.33617 1.13898 -1.09
P -2.09375 0.04640 -1.61592 -0.18
P 1.02139 -1.83525 -0.65263 0.06
C 1.99919 -0.38559 -1.89812 -0.86
H 0.91636 -0.06150 1.77808 0.27
H 1.85477 1.39204 1.38059 0.26
H 0.61698 1.38834 2.74844 0.27
H 0.18800 1.86845 -0.20032 0.35
H -1.12972 1.52160 1.04564 0.45
H -0.90089 -2.05062 1.85632 0.31
H -2.27203 -0.52762 1.64908 0.29
H -2.30428 -2.12984 0.69855 0.38
H -1.50620 -0.15531 -2.93459 0.06
H -2.45708 -1.29777 -1.69603 0.04
H 1.15734 0.29707 -2.20902 0.18
H 2.58664 0.19090 -1.10818 0.20
H 2.50985 -0.99333 -2.63124 0.36
```

## Properties
LUMO level in hartree: 0.0296
Structure (SMILES): CC[P@@](C)(P)=PC
Highest occupied orbital energy in eV: -7.02
Strongest force on any atom in eV Å⁻¹: 3.93
HOMO-LUMO gap in Ha: 0.28742
Relative energy (zero: lowest compared OMol25 entry of this formula, charge and spin) in kJ/mol: 215.3



Molecular formula: C8H20Br2HfN2O8
Method: DFT, the ωB97M-V functional and the def2-TZVPD basis

```
41
Properties=species:S:1:pos:R:3:mulliken_charge:R:1
Hf 0.71690 -0.54986 -0.41611 1.06
Br 0.85301 -3.30572 0.32283 -0.43
Br -0.80995 -1.19204 -2.83809 -0.43
N 1.66557 1.80449 -3.23453 0.89
O 2.76512 2.07061 -3.60286 -0.29
O 0.86169 2.51669 -3.74047 -0.34
O 1.49251 0.96694 -2.35321 -0.28
C -0.09720 1.15354 3.98839 -1.32
C 0.01673 -0.19697 3.26639 0.26
C -1.19347 -1.02208 3.76734 -1.07
O 0.38989 -0.17480 1.87957 -0.67
H -0.15071 1.00161 5.06642 0.44
H -1.00077 1.67729 3.67639 0.27
H 0.71211 1.83256 3.71995 0.31
H 0.94260 -0.60996 3.66674 0.29
H -2.07398 -0.59536 3.28700 0.15
H -1.39381 -1.10676 4.83543 0.45
H -0.92627 -2.02949 3.44826 0.25
C 2.79659 -2.95845 -4.10193 -0.78
N 3.19057 -2.07167 -3.01565 0.66
O 4.40822 -1.89176 -2.79261 -0.42
O 2.29952 -1.68322 -2.20696 -0.38
H 1.78884 -3.35175 -3.96829 0.31
H 3.45305 -3.79284 -4.34883 0.32
H 2.77779 -2.29473 -4.96635 0.31
C -2.68293 -1.41063 0.30698 -1.00
O -1.66503 -0.41026 0.09181 0.63
C -2.29638 0.90171 0.15506 -0.42
C -1.43999 1.80795 -0.73616 -0.77
O -0.13019 1.64867 -0.31023 0.54
C 0.51641 2.76151 0.32498 -0.88
H -3.22946 -1.27846 1.24075 0.32
H -2.27339 -2.41854 0.37390 0.27
H -3.44924 -1.47660 -0.46536 0.33
H -2.33082 1.18363 1.20741 0.30
H -3.25625 0.97438 -0.35630 0.48
H -1.88675 2.80208 -0.72131 0.46
H -1.43152 1.52579 -1.78897 0.27
H 0.68759 3.52721 -0.43164 0.33
H 1.50145 2.45777 0.67931 0.25
H -0.11803 3.20751 1.09094 0.32
```

## Properties
LUMO level (spin up / spin down) in hartree: -0.1885 / -0.2987
Spin multiplicity: 2
Highest occupied orbital energy (spin up / spin down) in eV: -12.00 / -12.00
Strongest force on any atom in eV Å⁻¹: 5.59
Total charge: +1
HOMO-LUMO gap (spin up / spin down) in Ha: 0.25240 / 0.14223